Entry 1:
A single C4H9NO2 molecule, computed with wB97M-V/def2-TZVPD.

Properties
HOMO-LUMO gap = 0.37338 Eh
largest force on an atom = 0.427 eV Å⁻¹
SMILES string = NC(=O)CCCO
highest occupied orbital energy = -9.53 eV

Structure (XYZ):
```
16
C4H9NO2 (wB97M-V/def2-TZVPD)
N 0.25655 -0.88678 2.10234
C -0.03781 0.36641 1.63007
O 0.40647 1.38142 2.13542
C -1.01122 0.42618 0.45883
C -0.32358 0.92563 -0.82057
C 0.25747 -0.20156 -1.65844
O 1.07437 -1.01515 -0.82810
H 1.03437 -0.90679 2.74882
H 0.25251 -1.62786 1.41592
H -1.49519 -0.54325 0.28791
H -1.78770 1.13657 0.75971
H -1.04187 1.46959 -1.44469
H 0.46292 1.63642 -0.54221
H -0.56222 -0.79799 -2.09203
H 0.83996 0.21816 -2.49195
H 1.51829 -1.66328 -1.38726
```

Atom charges from the natural (NBO) analysis, given in e for atoms 1 to 2:
1. N -0.824
2. C 0.689

***

Entry 2:
2 unconnected molecules or ions with the total composition C2H4O2 in a non-equilibrium geometry, computed with wB97M-V/def2-TZVPD.

Properties
HOMO-LUMO gap = 0.40412 Eh
largest force on an atom = 1.658 eV Å⁻¹
SMILES string = C=O.C=O
highest occupied orbital energy = -10.25 eV

Structure (XYZ):
```
8
C2H4O2 (wB97M-V/def2-TZVPD)
C 1.28675 -3.66653 0.34650
O 2.27604 -3.02731 0.65178
H 0.35262 -3.74353 0.95225
H 1.30733 -4.22458 -0.61973
C -1.31608 3.66680 -0.34080
O -1.40615 4.09688 0.76905
H -0.81788 4.25101 -1.15071
H -1.68264 2.64725 -0.60837
```

Atom charges from the natural (NBO) analysis, given in e for atoms 1 to 2:
1. C 0.268
2. O -0.492

***

Entry 3:
A single C4H8N2S2 molecule in a non-equilibrium geometry, computed with wB97M-V/def2-TZVPD.

Properties
HOMO-LUMO gap = 0.33222 Eh
largest force on an atom = 1.320 eV Å⁻¹
SMILES string = N[C@@H]1C[C@@H]1N(S)C=S
highest occupied orbital energy = -8.35 eV

Structure (XYZ):
```
16
C4H8N2S2 (wB97M-V/def2-TZVPD)
N -2.09803 0.31718 1.36589
C -2.35479 -0.06483 0.00847
C -1.90986 -1.45948 -0.36576
C -1.14540 -0.29253 -0.89116
N 0.16670 0.02470 -0.39636
S 0.49127 1.72054 -0.29943
C 1.09113 -0.90811 -0.11665
S 2.64742 -0.67076 0.37543
H -1.97394 1.32954 1.46702
H -2.81284 0.02176 1.98405
H -3.21914 0.33199 -0.50942
H -1.49908 -2.01218 0.45574
H -2.46272 -2.08897 -1.07494
H -1.27774 -0.03725 -1.92893
H 1.76498 1.51806 0.08538
H 0.69423 -1.90291 -0.29116
```

Atom charges from the natural (NBO) analysis, given in e for atoms 1 to 2:
1. N -0.834
2. C -0.058

***

Entry 4:
A molecular structure, C12H28BF4KN4O4 in a non-equilibrium geometry, computed with wB97M-V/def2-TZVPD.

Properties
HOMO-LUMO gap = 0.35642 Eh
largest force on an atom = 1.757 eV Å⁻¹
highest occupied orbital energy = -9.26 eV

Structure (XYZ):
```
54
C12H28BF4KN4O4 (wB97M-V/def2-TZVPD)
K -11.33206 -1.73282 13.20512
B -13.74729 -4.38402 13.18389
F -13.53247 -4.80627 14.50914
F -14.44072 -3.13225 13.22767
F -12.48761 -4.11881 12.57062
F -14.44377 -5.32205 12.43896
C -13.72704 -1.18507 16.14013
O -12.70895 -1.32233 15.49324
N -13.79056 -1.42738 17.45114
C -14.95531 -1.25869 18.29073
C -12.58309 -1.82689 18.17905
H -14.66119 -0.84590 15.68135
H -15.15074 -0.21405 18.53475
H -14.97153 -1.87045 19.18919
H -15.85151 -1.62474 17.77354
H -11.78054 -2.02128 17.47275
H -12.27037 -0.99879 18.81977
H -12.80390 -2.71846 18.76284
C -10.42586 -4.20549 15.34951
O -9.76922 -3.27192 14.90231
N -10.16216 -4.91272 16.45462
C -11.03700 -5.99276 16.87682
C -9.14871 -4.48284 17.40103
H -11.27058 -4.62673 14.78842
H -11.70914 -5.68492 17.67981
H -10.38254 -6.81922 17.15905
H -11.67452 -6.33714 16.06363
H -8.49550 -5.33166 17.60928
H -8.54021 -3.70789 16.94104
H -9.57168 -4.09390 18.32719
C -9.75675 -1.69416 9.75911
O -10.49725 -1.40179 10.68818
N -10.13545 -2.47375 8.73840
C -9.22103 -2.99851 7.75236
C -11.53250 -2.81743 8.53073
H -8.70189 -1.39571 9.76558
H -9.27477 -2.43583 6.81934
H -9.42907 -4.05667 7.58266
H -8.19178 -3.01245 8.11492
H -11.61612 -3.90525 8.59886
H -12.20814 -2.34375 9.23074
H -11.81389 -2.53211 7.51233
C -13.57064 1.21853 13.03830
O -12.35634 1.31980 13.00274
N -14.31072 0.54295 12.14527
C -15.75167 0.66350 12.12371
C -13.72461 -0.30481 11.13912
H -14.16100 1.62428 13.87373
H -16.05219 0.71372 11.07259
H -16.13414 1.60003 12.53046
H -16.29622 -0.16184 12.58379
H -13.98123 -1.36592 11.23159
H -14.12803 0.01368 10.17137
H -12.63914 -0.27070 11.07921
```

Atom charges from the natural (NBO) analysis, given in e for atoms 1 to 2:
1. K 0.958
2. B 1.347

***

Entry 5:
13 unconnected molecules or ions with the total composition C26H69F6N4O31S8 in a non-equilibrium geometry, computed with wB97M-V/def2-TZVPD.

Properties
HOMO-LUMO gap = 0.35369 Eh
largest force on an atom = 2.580 eV Å⁻¹
total charge = -1
highest occupied orbital energy = -7.95 eV

Structure (XYZ):
```
144
C26H69F6N4O31S8 (wB97M-V/def2-TZVPD)
C 1.78030 3.06672 -1.20598
F 1.95919 3.84896 -0.14851
F 0.79006 3.52738 -1.93893
F 2.90340 3.09666 -1.92136
S 1.44468 1.31884 -0.63485
O 1.84664 0.46792 -1.70684
O 2.12253 1.18317 0.62002
N -0.22922 1.37197 -0.38465
S -0.47116 0.08347 0.52439
O 0.00955 -1.14733 -0.01772
O -0.21409 0.36629 1.91608
C -2.31687 -0.02385 0.48688
F -2.85361 1.16447 0.74263
F -2.69108 -0.46038 -0.72010
F -2.79838 -0.89368 1.37504
C 0.62467 6.14273 -3.42186
O -0.40441 6.11744 -2.42014
H 1.59274 6.20747 -2.91727
H 0.61052 5.24421 -4.03175
H 0.48125 7.02148 -4.05138
H -0.65055 7.04020 -2.32450
C -0.88741 3.86095 1.96511
O -1.02797 3.81664 0.57075
H -1.65705 3.27673 2.48145
H 0.13381 3.57388 2.23630
H -1.07312 4.89113 2.28114
H -0.77577 2.92253 0.24505
C -0.91363 0.31300 -3.62015
O -0.89830 1.61848 -3.07526
H -1.87905 -0.21060 -3.59557
H -0.68788 0.36012 -4.69220
H -0.12209 -0.29354 -3.16880
H -0.65021 1.52310 -2.13567
O -9.36645 0.68138 3.76277
S -8.21228 1.19286 3.10961
O -7.23201 1.89696 3.87208
O -7.55546 -0.02660 2.35863
C -6.24803 0.19082 1.78065
C -6.10160 -0.49160 0.44495
C -8.74843 2.24132 1.78286
H -5.54399 -0.27426 2.47079
H -6.03263 1.25470 1.69121
H -6.23979 -1.56628 0.57439
H -5.11625 -0.39259 -0.00710
H -6.78712 -0.06997 -0.29314
H -9.38891 1.61349 1.16849
H -7.91771 2.68282 1.24215
H -9.33019 3.03078 2.25291
O 6.95653 -2.09954 -3.70978
S 5.81975 -1.46326 -4.28279
O 4.56928 -2.10429 -4.41390
O 5.48640 -0.13110 -3.48852
C 6.56344 0.79097 -3.20970
C 5.95774 2.18004 -3.16186
C 6.30711 -0.81248 -5.88897
H 7.34732 0.75515 -3.96732
H 6.95475 0.53581 -2.22509
H 5.30586 2.34984 -4.02130
H 6.74456 2.93359 -3.12178
H 5.32816 2.33348 -2.28502
H 7.33670 -1.10947 -6.04174
H 6.10531 0.25405 -5.89985
H 5.62705 -1.25773 -6.61104
O -4.39191 -6.44688 4.44356
S -3.42688 -5.51964 4.90834
O -2.03345 -5.78573 5.00174
O -3.63476 -4.26623 3.93943
C -2.95590 -3.03312 4.25292
C -3.94215 -1.97415 4.70434
C -3.99465 -4.84814 6.44900
H -2.51766 -2.68283 3.31924
H -2.16980 -3.20068 4.98911
H -3.40396 -1.04414 4.90651
H -4.44141 -2.26842 5.62412
H -4.62517 -1.72052 3.89559
H -4.01267 -5.65746 7.17740
H -4.99974 -4.46768 6.29877
H -3.30816 -4.09087 6.81728
O 0.29397 -4.75393 2.45352
S 0.23016 -5.76937 1.45058
O 0.60814 -7.10901 1.74930
O -1.21894 -5.81896 0.77900
C -1.97501 -4.59838 0.79104
C -3.34042 -4.91188 0.24016
C 1.21475 -5.26347 0.06613
H -1.45800 -3.79455 0.25307
H -2.03790 -4.20376 1.80592
H -3.94823 -4.01558 0.21386
H -3.75285 -5.70904 0.86232
H -3.33415 -5.32517 -0.77099
H 1.12450 -4.17508 0.02401
H 0.93485 -5.71673 -0.87796
H 2.26179 -5.45265 0.29458
O -0.24884 -3.28125 -6.55675
S 0.64041 -2.17434 -6.50541
O 0.28563 -0.86812 -6.94489
O 1.25455 -1.97522 -5.06730
C 1.60606 -3.11790 -4.27675
C 1.67133 -2.78284 -2.79475
C 2.13030 -2.56649 -7.38356
H 2.57501 -3.50500 -4.61203
H 0.94134 -3.95889 -4.50902
H 2.31361 -1.89899 -2.78999
H 2.07845 -3.61387 -2.23094
H 0.69119 -2.47762 -2.42968
H 2.31337 -3.62734 -7.21063
H 2.93884 -1.96842 -6.97472
H 1.99554 -2.38114 -8.44443
O 3.71998 2.86309 5.79613
S 2.74742 2.09030 5.10182
O 2.78145 0.67323 5.20632
O 1.30610 2.57741 5.57897
C 0.18504 1.77602 5.12506
C -1.06839 2.55499 5.43090
C 2.70887 2.57527 3.39089
H 0.24776 0.82784 5.66304
H 0.20284 1.53122 4.05953
H -1.30153 2.64881 6.49255
H -1.94331 2.09688 4.96783
H -0.96042 3.56929 5.04140
H 2.61108 3.65765 3.35515
H 1.81596 2.14952 2.94249
H 3.64879 2.22009 2.98284
C 2.62735 0.91298 -5.00341
N 3.10175 1.51460 -6.27217
O 3.13290 2.71214 -6.40548
O 3.54932 0.72596 -7.08381
H 1.57286 0.71309 -5.21160
H 2.52282 1.65383 -4.21261
H 3.26679 0.08250 -4.75160
C 1.54212 6.34198 1.50841
N 1.90652 7.79161 1.62507
O 1.36416 8.43455 2.49536
O 2.74556 8.23523 0.86969
H 0.96663 6.18296 2.41342
H 2.47264 5.79650 1.44011
H 0.87457 6.21227 0.65950
C 2.63538 -1.28378 2.52073
N 3.43301 -2.53034 2.75262
O 4.16435 -2.52743 3.71757
O 3.38793 -3.42830 1.93886
H 1.63545 -1.44526 2.90959
H 2.61444 -1.13795 1.44716
H 3.16402 -0.46277 2.98267
```

Atom charges from the Mulliken analysis, given in e for atoms 1 to 2:
1. C -0.114
2. F -0.156

***

Entry 6:
A molecular structure, C13H29N3S4V, computed with wB97M-V/def2-TZVPD.

Properties
HOMO-LUMO gap (spin up / spin down) = 0.27638 / 0.28449 Eh
2S+1 = 3
largest force on an atom = 0.469 eV Å⁻¹
total charge = +3
highest occupied orbital energy (spin up / spin down) = -18.17 / -18.22 eV
expectation value of S² = 2.03

Structure (XYZ):
```
50
C13H29N3S4V (wB97M-V/def2-TZVPD)
V -0.41189 0.26332 -0.00566
C -3.44607 -0.73638 1.27273
C -3.04028 0.42787 2.14829
S -1.21827 0.50379 2.26814
C -0.92598 2.24368 2.72912
C 0.48809 2.63169 2.34784
S 0.86705 2.33521 0.59594
C -0.09213 3.62585 -0.25803
C -0.27956 3.22821 -1.70837
S -1.09483 1.61441 -1.92801
C -2.81246 1.90163 -1.36456
C -3.54645 0.56973 -1.33477
S -2.69804 -0.74657 -0.38435
H -4.53062 -0.76916 1.15057
H -3.14962 -1.69480 1.70596
H -3.43223 0.29619 3.15803
H -3.39872 1.38145 1.75787
H -1.07492 2.33459 3.80584
H -1.67057 2.86077 2.22447
H 1.23391 2.06218 2.90507
H 0.67185 3.68586 2.56275
H 0.47897 4.55438 -0.20154
H -1.04643 3.78203 0.24490
H 0.67194 3.13054 -2.23497
H -0.87372 3.96643 -2.25004
H -3.27966 2.57683 -2.08454
H -2.81253 2.38329 -0.38582
H -3.66888 0.15852 -2.33783
H -4.54502 0.69174 -0.91095
C 3.88009 -1.26126 0.97103
N 3.07986 -2.15863 0.13723
C 3.55735 -3.55195 0.14709
C 1.92410 -1.80003 -0.40994
N 1.23154 -0.72049 0.10784
N 1.40085 -2.44308 -1.45270
C 2.21421 -3.20602 -2.41727
C 0.00904 -2.24772 -1.77716
H 4.92071 -1.56619 0.87799
H 3.59115 -1.33521 2.02127
H 3.82122 -0.23316 0.61279
H 3.80673 -3.79634 1.17862
H 4.44380 -3.66094 -0.47497
H 2.77411 -4.22328 -0.18737
H 1.81708 -0.32605 0.84098
H 3.26077 -2.94514 -2.29384
H 1.89659 -2.91048 -3.41490
H 2.07352 -4.27845 -2.29308
H -0.19006 -1.18908 -2.03409
H -0.63709 -2.58230 -0.96455
H -0.23847 -2.82751 -2.66305
```

Atom charges from the natural (NBO) analysis, given in e for atoms 1 to 2:
1. V 1.047
2. C -0.535

***

What is the largest force on an atom in the fifth record? 2.580 eV Å⁻¹